Below is a structure of composition C28H78BF10N14O4P5Tl in a non-equilibrium geometry, with properties calculated with wB97M-V/def2-TZVPD.

The total charge is +1. The HOMO energy comes out at -9.93 eV. As for the orbital gap: 1.4 eV.

```
141
Properties=species:S:1:pos:R:3:forces:R:3:mulliken_charge:R:1
Tl 2.720 0.403 -1.436 0.009 0.397 0.414 1.2965
B 5.477 1.844 -0.672 -0.829 -0.299 -0.887 -0.1576
F 4.733 2.397 -1.696 -0.376 1.605 -1.527 -0.2858
F 6.550 2.617 -0.316 0.369 -0.493 0.050 -0.3108
F 4.559 1.680 0.343 -0.601 0.029 2.167 0.0534
F 5.650 0.533 -1.172 1.539 -1.116 0.210 -0.3900
P 0.416 0.847 1.454 1.154 -0.467 -0.523 1.2457
F -1.074 0.237 1.650 -0.190 1.312 -0.414 -0.0922
F 0.812 -0.027 2.755 0.546 -0.330 0.136 -0.3196
F 0.724 -0.401 0.442 -0.210 -0.041 0.124 -0.8814
F 1.956 1.296 1.252 0.892 -0.333 0.035 -0.4724
F 0.068 1.789 0.187 -1.107 -0.426 -0.187 -0.1910
F 0.276 2.141 2.370 -1.351 0.410 0.958 -0.3703
O 2.093 3.187 -1.676 -1.256 3.492 -0.431 -0.1315
P 1.573 4.637 -1.705 0.344 -2.122 -0.701 -0.3789
N 1.868 5.496 -0.328 0.385 1.121 0.510 0.3896
C 1.693 6.934 -0.227 0.195 0.227 -0.541 -0.7975
C 2.338 4.882 0.857 0.660 -1.062 1.289 -0.5528
N -0.107 4.843 -1.721 0.331 -0.157 0.197 0.4778
C -0.875 4.395 -2.879 0.533 0.215 -0.292 -1.1717
C -0.912 4.746 -0.479 -0.179 -0.226 -0.192 -0.4146
N 2.269 5.588 -3.003 -1.544 -0.172 1.929 0.1829
C 1.764 6.907 -3.383 -1.201 -0.415 0.537 -1.2428
C 2.891 4.879 -4.089 0.056 -0.249 0.560 -0.9476
H 0.713 7.266 -0.567 -0.134 -0.064 -0.045 0.3160
H 2.453 7.411 -0.847 0.001 0.332 -0.002 0.1648
H 1.850 7.269 0.799 -0.138 -0.165 -0.150 0.4026
H 3.303 4.386 0.757 -0.027 -0.436 -0.336 0.1908
H 1.602 4.163 1.219 0.176 -0.492 0.070 -0.0271
H 2.501 5.590 1.670 -0.211 0.288 -0.289 0.3396
H -0.643 5.071 -3.702 -0.161 -0.170 -0.309 0.3180
H -0.627 3.369 -3.151 0.043 -0.120 -0.125 0.2461
H -1.946 4.441 -2.679 0.116 0.190 0.046 0.5521
H -1.601 3.916 -0.632 -0.094 -0.033 0.163 0.2042
H -0.405 4.496 0.453 0.448 0.144 -0.442 -0.5599
H -1.500 5.653 -0.336 0.033 0.112 0.017 0.4277
H 1.597 6.927 -4.460 0.558 0.316 -0.065 0.4985
H 0.761 7.074 -2.989 -0.133 -0.137 0.288 0.4122
H 2.346 7.731 -2.969 0.439 -0.029 -0.501 0.3109
H 3.413 5.622 -4.691 0.224 -0.412 -0.078 0.5078
H 2.075 4.418 -4.647 0.307 -0.347 -0.604 0.3288
H 3.535 4.135 -3.621 0.202 -0.189 -0.604 0.1279
O 1.456 -2.231 -1.719 0.915 -0.280 -0.072 -0.3582
P 0.836 -3.559 -1.772 -1.084 -1.402 -1.016 -0.2459
N -0.864 -3.480 -1.472 1.567 -1.827 -0.632 0.1904
C -1.716 -2.881 -2.525 0.266 -0.547 0.760 -0.9605
C -1.160 -3.227 -0.064 1.657 1.132 0.549 -0.5152
N 1.554 -4.718 -0.668 -2.055 0.896 -0.684 0.8906
C 2.950 -4.761 -0.453 0.899 1.187 0.159 -1.2956
C 0.936 -5.985 -0.294 -0.764 1.118 -0.660 -1.1956
N 1.047 -4.316 -3.337 -2.422 -2.093 2.155 0.4159
C 0.431 -5.670 -3.621 -0.245 0.569 0.521 -1.2231
C 1.863 -3.800 -4.375 0.230 1.841 0.187 -0.9751
H -1.410 -1.873 -2.805 0.111 0.056 -0.003 0.0681
H -2.720 -2.860 -2.100 -0.087 0.043 -0.171 0.5513
H -1.716 -3.545 -3.390 -0.040 0.176 -0.063 0.2771
H -0.599 -3.898 0.587 -0.356 -0.690 -0.159 0.0027
H -2.190 -3.167 0.288 -0.014 -0.186 -0.767 0.1920
H -0.606 -2.313 0.153 -0.728 0.753 0.529 0.3127
H 3.420 -5.572 -1.010 0.267 0.048 -0.155 0.3558
H 3.380 -3.778 -0.646 0.150 -0.096 -0.536 0.2312
H 3.161 -4.894 0.608 -0.051 -0.399 0.322 0.3631
H -0.141 -5.840 -0.373 -0.066 -0.358 0.231 0.4102
H 1.231 -6.740 -1.023 0.140 -0.440 0.319 0.2542
H 1.236 -6.198 0.732 -0.071 -0.405 -0.116 0.3948
H 1.094 -6.535 -3.599 0.803 0.358 -0.292 0.3431
H -0.331 -6.008 -2.918 -0.121 0.822 0.407 0.3911
H -0.093 -5.664 -4.577 0.252 0.222 -0.192 0.4673
H 1.508 -2.800 -4.623 -0.240 0.206 -0.366 0.3062
H 1.810 -4.396 -5.286 0.484 -0.162 0.370 0.3848
H 2.830 -3.554 -3.938 0.649 -0.579 -0.665 0.2613
O 3.408 -1.304 0.876 0.426 -1.244 1.313 0.1832
P 3.971 -1.960 2.096 0.214 0.340 1.271 -0.0185
N 2.963 -3.123 2.930 -0.510 1.055 -1.459 0.5634
C 1.582 -3.322 2.352 1.336 0.313 0.268 -0.7580
C 3.145 -3.894 4.170 0.672 0.632 -0.422 -0.9534
N 4.542 -0.824 3.292 -1.638 -0.240 0.546 0.3107
C 5.615 0.121 3.041 0.839 -0.386 -0.744 -1.0254
C 3.550 -0.234 4.276 0.291 -0.329 -0.792 -0.6812
N 5.371 -2.853 1.763 0.005 1.091 0.150 0.3229
C 6.377 -3.095 2.808 0.289 -0.032 -0.512 -0.9142
C 5.846 -2.806 0.396 -0.496 -0.408 -1.437 -0.9265
H 1.345 -4.386 2.357 0.084 -0.062 0.084 0.5386
H 1.562 -2.970 1.320 -0.136 0.295 0.127 -0.4422
H 0.866 -2.790 2.978 -0.180 0.171 -0.205 0.4307
H 2.888 -3.305 5.050 -0.508 -0.048 0.065 0.3536
H 4.175 -4.194 4.363 0.002 -0.098 -0.406 0.2322
H 2.521 -4.780 4.048 0.098 0.063 0.432 0.2777
H 6.363 -0.235 2.332 -0.095 -0.534 -0.035 0.3818
H 5.355 1.067 2.567 -0.746 0.197 0.289 0.1130
H 6.129 0.276 3.989 -0.056 0.235 0.087 0.4268
H 2.960 0.464 3.682 -0.567 -0.189 0.104 0.1148
H 2.957 -0.993 4.785 -0.192 -0.052 -0.529 0.1445
H 3.973 0.375 5.075 0.859 -0.245 -0.245 0.4152
H 6.802 -2.166 3.187 -0.211 0.068 0.204 0.3664
H 5.981 -3.694 3.628 0.056 0.094 -0.067 0.1206
H 7.230 -3.599 2.353 -0.258 -0.362 0.013 0.4574
H 5.286 -2.135 -0.255 0.111 0.840 0.624 0.2313
H 5.571 -3.710 -0.147 0.441 -0.834 0.318 0.3420
H 6.911 -2.632 0.245 -0.043 0.071 0.496 0.3941
O -6.139 -2.727 -0.446 1.323 -0.444 -0.854 -0.9169
P -6.522 -1.511 0.258 -0.404 2.309 0.580 0.3373
N -5.351 -0.851 1.349 -0.457 -0.543 -0.284 0.3352
C -3.982 -1.220 1.074 1.056 -0.120 0.364 -1.1132
C -5.520 0.505 1.902 0.033 -0.698 -0.348 -0.9075
N -7.876 -1.760 1.162 -1.573 0.164 1.862 0.1289
C -9.104 -2.249 0.460 1.290 0.418 -0.961 -1.0435
C -7.723 -2.517 2.460 0.660 -0.620 -1.461 -0.9768
N -6.892 -0.197 -0.780 -0.540 -0.329 1.935 0.4796
C -7.560 1.057 -0.323 0.730 -1.224 -0.041 -1.1547
C -6.351 -0.152 -2.111 -1.436 -1.092 -0.875 -1.0733
H -3.261 -0.618 1.627 -0.363 0.469 0.095 0.4558
H -3.670 -1.117 0.035 -0.139 -0.107 -0.315 0.3472
H -3.711 -2.215 1.428 -0.495 -0.357 -0.276 0.2718
H -4.762 0.715 2.658 -0.239 -0.490 0.384 0.3918
H -6.536 0.551 2.292 0.186 0.452 0.136 0.3189
H -5.321 1.290 1.173 -0.317 0.065 -0.324 0.2235
H -9.937 -2.392 1.149 0.223 0.159 -0.086 0.3886
H -9.355 -1.570 -0.355 -0.269 0.432 0.319 0.2921
H -8.871 -3.152 -0.104 -0.121 -0.553 0.423 0.3657
H -7.066 -2.025 3.177 -0.480 0.212 -0.006 0.2537
H -8.690 -2.867 2.821 -0.081 0.915 0.298 0.3503
H -7.262 -3.475 2.220 0.448 -0.201 0.018 0.3887
H -8.092 0.926 0.619 0.419 -0.209 0.112 0.3056
H -6.706 1.726 -0.214 -0.770 0.886 -0.017 0.3957
H -8.346 1.380 -1.005 0.369 0.131 -0.450 0.3761
H -6.344 0.843 -2.554 0.577 0.160 0.446 0.4084
H -7.123 -0.669 -2.682 0.169 -0.138 -0.870 0.3446
H -5.456 -0.757 -2.257 0.231 0.406 0.198 0.1919
C -2.679 1.089 -2.587 0.910 -0.430 0.427 -0.6566
C -1.223 0.839 -2.533 -0.665 0.301 -0.190 0.3163
N -0.120 0.536 -2.518 0.312 0.050 -0.103 -0.2658
H -2.983 1.741 -1.768 0.034 0.044 -0.110 0.2138
H -3.083 0.094 -2.399 -0.545 0.131 -0.211 -0.0511
H -2.974 1.490 -3.557 -0.023 -0.122 0.131 0.4701
C -0.192 5.490 3.304 -1.199 1.017 -0.328 -0.0332
C -0.917 6.722 2.811 1.874 -2.822 1.593 0.2503
N -1.456 7.648 2.452 -1.080 1.832 -0.887 -0.4289
H -0.181 4.815 2.448 0.529 -0.161 0.377 -0.2571
H -0.762 5.019 4.104 -0.195 0.068 -0.139 0.4074
H 0.773 5.742 3.743 0.066 -0.011 -0.517 0.2745
```
Positions in Å, forces in eV/Å.